Computed, not measured: a molecular structure, C36H35N7O15S3Zr, with the ωB97M-V functional and the def2-TZVPD basis.

Geometry as XYZ:
```
97
Properties=species:S:1:pos:R:3:forces:R:3:mulliken_charge:R:1
Zr 10.3085 11.5048 13.8989 -0.1 0.3 0.6 2.14
O 12.8211 9.5099 15.8950 -0.4 -0.4 -1.4 -0.61
S 12.1486 9.4789 14.6116 -1.8 0.5 1.4 1.03
O 12.3500 8.4098 13.6811 0.5 -0.2 0.3 -0.62
O 12.2872 10.8175 13.8795 1.2 0.4 -0.2 -0.52
O 10.5631 9.6407 14.8521 0.9 0.0 -0.1 -0.59
O 11.0539 14.9460 11.5821 0.0 -0.8 0.4 -0.67
C 10.5155 14.2301 12.4069 0.2 0.8 -0.4 0.44
O 11.0491 13.1451 12.9295 -0.1 0.4 -0.2 -0.71
C 9.1512 14.6686 12.9073 0.3 -0.1 0.7 0.88
C 8.8418 16.0038 12.7511 0.0 0.9 -1.2 -0.59
C 7.6138 16.5347 13.1531 1.3 -0.4 -0.7 -0.32
C 6.7274 15.7609 13.8151 0.0 -1.8 0.6 -0.82
C 7.0873 14.4281 14.0469 0.6 -0.5 -0.6 -0.24
C 8.2645 13.8357 13.6189 1.6 -0.7 -0.6 0.35
O 8.5623 12.5070 13.8255 -1.0 2.0 -0.1 -0.43
N 6.2473 13.4000 14.5914 -2.4 -0.1 2.7 1.07
O 5.2367 13.0897 13.9870 0.7 0.0 -0.2 -0.61
O 6.5262 12.9636 15.7199 0.0 0.3 -1.5 -0.61
N 7.2869 17.9409 12.9250 0.1 1.0 2.3 0.95
O 8.0524 18.6276 12.2910 -0.2 -0.3 -0.6 -0.57
O 6.3640 18.3817 13.6207 0.4 -0.4 -1.2 -0.58
H 9.5455 16.6424 12.1982 -0.3 -0.4 0.4 0.59
H 5.8387 16.1949 14.1750 -1.1 0.1 0.3 0.64
O 10.0476 10.6335 12.0884 -0.1 -1.6 -1.1 -0.74
S 10.4924 9.2264 11.5014 -0.3 0.3 1.1 0.61
C 9.2561 8.9849 10.2295 0.2 0.8 -1.0 -0.79
C 8.0024 8.6792 10.9670 0.9 -2.2 1.3 0.36
C 7.7942 7.3188 11.4498 1.3 1.4 -1.4 -0.44
C 6.8046 7.1385 12.3742 0.8 0.1 -0.9 -0.64
C 6.1455 8.2267 12.9085 -2.1 -1.0 1.5 -0.42
C 6.2827 9.4856 12.4459 1.0 2.3 0.0 -0.60
C 7.3107 9.7307 11.5055 -2.1 -1.1 0.3 -0.33
C 12.0903 9.6377 10.7661 -0.3 -2.0 -1.6 -0.58
C 11.9607 10.4779 9.5181 -0.5 0.2 0.1 0.52
C 11.2397 11.7152 9.6017 1.8 -1.3 -0.3 -0.21
C 11.1842 12.4558 8.4571 -0.8 -0.2 -1.5 -0.53
C 11.7039 11.9266 7.2191 0.5 1.8 0.4 -0.58
C 12.4250 10.7525 7.1259 -0.3 0.1 2.0 -0.64
C 12.5071 10.0092 8.3283 -0.4 0.1 0.1 -0.47
H 9.6464 8.1761 9.5992 -0.2 0.2 0.0 0.71
H 9.1336 9.9419 9.6911 0.4 -0.5 -0.1 0.33
H 8.4972 6.4917 11.0890 -1.4 1.2 0.4 0.28
H 6.5058 6.1567 12.5844 -0.2 -1.2 0.9 0.51
H 5.4248 8.0111 13.7156 0.2 0.2 -0.5 0.39
H 5.7430 10.3766 12.8727 0.4 -1.2 -0.4 0.35
H 7.3923 10.7106 11.1394 0.6 1.2 -0.4 0.51
H 12.6048 8.5898 10.5915 -0.8 2.2 0.5 0.47
H 12.4563 10.1646 11.6179 1.0 0.3 0.6 0.36
H 10.9397 12.0480 10.5795 -0.3 0.3 -0.1 0.35
H 10.6388 13.4152 8.4576 0.6 -0.5 -0.1 0.41
H 11.7528 12.6509 6.3977 -0.4 -0.5 0.1 0.31
H 13.0233 10.4620 6.2795 -0.3 0.0 -0.4 0.40
H 12.9860 9.0376 8.3783 0.2 0.1 -0.2 0.35
C 6.5761 6.9512 20.2680 1.1 1.3 -1.3 -0.52
C 5.5041 6.9630 19.1997 0.6 -0.5 -0.7 -0.82
N 6.0079 6.9992 17.8109 0.5 0.6 0.1 -0.27
C 7.0586 5.9777 17.7018 -0.3 -0.9 2.3 -0.69
C 8.2932 6.3374 18.5944 0.3 0.7 -1.4 -0.51
N 7.8144 7.3839 19.5234 0.0 -0.7 0.0 0.01
C 7.4765 8.6349 18.8012 -1.3 0.5 2.1 -1.03
C 6.6459 8.3438 17.5744 -0.6 -0.3 0.4 -0.43
H 6.6146 6.0711 20.8533 0.8 -1.2 0.1 0.47
H 6.4689 7.7457 20.9583 -0.5 0.8 0.9 0.34
H 4.9723 7.8539 19.3571 -1.5 0.8 0.0 0.39
H 4.9609 6.0557 19.2760 -1.2 -0.5 0.2 0.40
H 7.3395 5.7751 16.7201 0.4 0.0 -1.9 0.39
H 6.6919 4.9827 18.1140 -0.1 1.3 -0.5 0.29
H 9.2466 6.6634 18.0441 -1.6 -0.1 0.7 0.33
H 8.5567 5.4651 19.1413 0.4 -0.5 0.8 0.42
H 8.6271 7.6421 20.2346 -0.3 -0.6 0.1 0.43
H 8.3777 9.1175 18.6920 2.3 1.1 -1.1 1.01
H 7.0313 9.3346 19.5866 -0.1 -1.1 -1.1 0.25
H 7.2632 8.2396 16.6839 -0.1 0.3 -0.1 0.24
H 5.9233 9.1935 17.4828 0.2 -1.1 -0.4 0.28
O 9.3506 8.6619 23.4847 -0.1 -0.2 0.8 -0.66
S 9.1747 8.9232 22.1012 0.9 0.2 -0.4 1.24
O 7.9616 9.6356 21.7118 0.7 -0.7 -0.3 -0.65
O 9.4733 7.6926 21.2604 0.1 1.5 1.0 -0.78
C 10.5975 10.0291 21.6447 -0.8 0.0 -1.5 0.05
N 11.6763 10.0579 22.3651 1.4 0.7 -0.2 -0.52
C 12.6664 10.8451 21.8465 0.5 -0.7 1.9 -0.35
C 12.5630 11.6070 20.7043 0.6 0.3 -0.3 -0.70
C 11.4108 11.4299 19.9672 -0.2 -1.1 1.1 0.37
N 10.4659 10.6280 20.4597 -1.0 0.3 -0.8 -0.11
C 11.2314 11.9419 18.5961 -2.2 -0.6 0.8 1.02
C 12.2469 12.0239 17.6917 1.9 0.3 1.0 -0.70
C 11.9810 12.3405 16.3968 -0.7 0.4 -0.4 -0.63
N 10.7016 12.4856 16.0040 1.0 -0.2 -1.6 -0.37
C 9.6934 12.4055 16.8636 -0.5 0.4 -0.3 -0.13
C 9.9071 12.1594 18.1817 0.0 0.3 0.4 -0.63
H 13.5825 10.8076 22.4807 -0.7 0.3 -0.8 0.40
H 13.3311 12.2713 20.2970 0.0 -0.4 0.6 0.47
H 13.2800 11.8822 18.0467 -0.6 -0.1 -0.5 0.37
H 12.7774 12.4690 15.6677 -0.4 -0.2 0.0 0.56
H 8.6870 12.5892 16.4737 0.3 -0.2 0.0 0.34
H 9.0324 12.2042 18.8250 0.5 -0.4 0.3 0.56
```
Positions in Å, forces in eV/Å.

Output
Multiplicity = 1
HOMO energy = -9.363 eV


Computed, not measured: a molecular structure, C36H36BBiF3N8S3Sb, with the ωB97M-V functional and the def2-TZVPD basis.

Geometry as XYZ:
```
89
Properties=species:S:1:pos:R:3:forces:R:3:mulliken_charge:R:1
Bi -18.8384 -3.7065 11.1623 -3.4 -0.8 -0.5 1.38
C -23.0302 -1.3412 9.7677 1.5 -0.5 0.5 -1.36
C -21.6237 -1.5090 9.9806 -1.7 1.2 -0.5 -0.43
N -21.2850 -2.7747 9.9856 -0.2 -1.6 0.0 -0.31
N -22.4748 -3.5090 9.7363 1.3 1.6 0.9 0.54
C -23.5180 -2.6221 9.6518 1.1 -0.6 -0.2 -0.04
B -22.4177 -5.0096 9.3931 -1.6 -0.7 0.3 0.32
N -21.7687 -5.8814 10.5594 1.2 0.7 1.1 0.95
C -22.4018 -6.3975 11.6338 1.0 0.1 -0.9 -0.20
C -21.4513 -7.0096 12.4508 -0.2 -0.2 0.1 -1.27
C -20.2293 -6.8642 11.7850 -1.2 0.8 0.4 -0.29
N -20.3923 -6.0833 10.6768 -0.3 0.3 -0.1 -0.75
N -21.5962 -5.2703 8.1536 1.7 -1.5 -1.1 0.66
C -21.5865 -6.5345 7.6028 0.5 0.0 0.1 -0.21
C -20.3818 -6.7320 6.9432 -0.4 0.2 0.5 -1.04
C -19.6754 -5.5327 7.1287 -1.3 0.3 0.8 -0.42
N -20.3782 -4.6739 7.8919 0.1 0.0 -0.2 -0.88
N -23.9484 -5.4895 9.2039 1.2 0.1 -0.7 0.49
C -24.6169 -5.4771 7.9972 -0.3 1.0 0.4 -0.19
C -25.9415 -5.2188 8.2762 -0.1 -0.2 -0.6 -0.92
C -26.0327 -5.1651 9.6639 0.8 -0.4 0.9 -0.22
N -24.8367 -5.3605 10.2381 -0.2 0.7 -0.6 -1.13
H -23.5510 -0.4097 9.7781 -0.3 0.2 -0.2 0.47
H -20.9237 -0.6732 9.9746 0.1 -0.5 0.3 0.49
H -24.5249 -2.9752 9.4885 0.1 -0.1 -0.1 0.41
H -23.4710 -6.3019 11.6192 -0.4 -0.1 0.5 0.70
H -21.6740 -7.5077 13.3863 0.2 -0.2 -0.3 0.52
H -19.3100 -7.3747 12.0338 0.3 0.4 -0.1 0.45
H -22.4011 -7.2335 7.7959 0.2 0.3 -0.2 0.51
H -19.9874 -7.6231 6.4887 -0.4 -0.1 -0.3 0.44
H -18.7300 -5.2696 6.6742 0.0 0.2 0.2 0.68
H -24.1645 -5.5134 7.0068 0.2 -0.1 0.6 0.43
H -26.7513 -5.0712 7.5780 0.1 -0.2 0.0 0.44
H -26.9013 -5.0145 10.2901 0.1 -0.1 -0.1 0.46
C -20.1236 -3.3673 14.9924 -0.2 -0.7 -0.9 -0.84
C -18.6757 -3.7957 15.1889 0.3 1.3 0.1 -0.91
S -17.7626 -4.3984 13.7153 0.3 0.6 -0.2 0.22
C -16.3207 -3.2619 13.6385 0.4 -0.9 -0.2 0.11
C -16.5026 -1.8021 13.2442 0.5 0.9 1.2 -0.74
S -17.5952 -1.3152 11.8457 0.0 0.0 0.8 -0.05
C -18.8734 -0.2617 12.6540 -0.6 0.3 -1.8 -0.68
C -19.6551 -0.8152 13.7938 -0.4 -0.1 0.7 -0.84
S -20.5259 -2.3797 13.5211 0.3 -0.4 -0.6 0.19
H -20.5656 -2.8976 15.8788 0.3 -0.1 -0.1 0.52
H -20.6792 -4.2745 14.7666 -0.5 0.0 0.2 0.41
H -18.6006 -4.6420 15.8486 -0.2 -0.2 0.5 0.64
H -18.1343 -2.9497 15.6545 0.2 -0.6 -0.4 0.41
H -15.6888 -3.7416 12.8908 0.1 -0.2 -0.1 -0.58
H -15.7672 -3.4051 14.6041 -0.5 0.5 -0.7 0.61
H -15.5082 -1.4078 12.9258 -0.6 -0.3 0.5 0.51
H -16.8091 -1.2577 14.1782 0.1 0.0 -1.1 0.43
H -19.5330 0.0363 11.7862 0.7 -0.3 0.9 0.30
H -18.3813 0.6435 12.9875 0.3 0.2 -0.1 0.51
H -20.4210 -0.0748 14.0570 0.1 -0.1 -0.1 0.56
H -19.0179 -0.9015 14.6647 0.1 -0.2 0.3 0.44
F -10.8193 -2.8330 12.8030 -1.5 -0.5 -1.4 -0.28
C -11.8222 -3.2611 11.9650 1.1 0.8 0.8 0.35
C -12.6326 -2.3281 11.2949 0.0 -0.7 0.3 -0.79
C -13.7009 -2.8627 10.5877 -0.5 0.5 0.1 -0.58
C -14.0021 -4.2258 10.5022 0.5 0.7 0.3 0.27
C -13.0908 -5.1107 11.0796 0.3 0.3 -0.1 -0.34
C -12.0017 -4.6295 11.8218 -0.6 -0.6 -0.2 -0.64
Sb -15.9089 -4.7098 9.6877 1.0 -1.9 0.1 1.00
C -15.8718 -6.8134 10.3093 0.0 0.9 -0.9 0.42
C -15.5908 -7.1166 11.6204 -1.2 -0.6 1.1 -0.34
C -16.1093 -8.3134 12.1778 0.5 0.8 0.7 -0.70
C -16.9415 -9.1118 11.4278 -0.5 -1.6 1.5 0.12
F -17.5359 -10.1984 12.0609 0.9 1.8 -1.2 -0.33
C -17.1574 -8.8505 10.0957 0.3 -0.7 -1.0 -0.73
C -16.5170 -7.7713 9.5293 -0.6 0.5 -0.6 -0.35
C -15.0368 -4.7321 7.7048 -0.4 -0.1 0.6 0.40
C -14.5397 -5.8514 7.0342 0.9 -0.2 -1.4 -0.22
C -13.8400 -5.6760 5.8404 -0.7 -3.4 0.5 -0.48
C -13.5713 -4.4234 5.3359 2.2 1.1 -2.1 0.33
F -12.6914 -4.2422 4.3128 -2.1 -0.6 2.1 -0.18
C -14.1070 -3.3135 5.9497 -1.0 2.3 1.2 -0.55
C -14.8278 -3.4625 7.1313 0.9 1.2 -1.1 -0.52
H -12.5191 -1.2462 11.3583 0.3 -0.4 0.1 0.51
H -14.4002 -2.1748 10.1311 0.0 0.3 -0.1 0.34
H -13.1881 -6.1688 10.9201 -0.1 -0.3 0.2 0.56
H -11.3669 -5.3747 12.3035 0.1 0.5 -0.1 0.48
H -15.1484 -6.4028 12.3046 0.3 -0.1 -0.1 0.44
H -15.9268 -8.5307 13.2395 -0.1 -0.1 -0.6 0.43
H -17.7078 -9.4993 9.4239 -0.1 -0.2 0.4 0.52
H -16.5980 -7.6527 8.4482 -0.3 0.2 0.3 0.27
H -14.6740 -6.8604 7.3924 -0.1 0.0 0.1 0.47
H -13.5687 -6.5759 5.2570 0.2 0.7 0.4 0.44
H -13.9134 -2.3213 5.5218 -0.1 -0.4 0.2 0.46
H -15.1597 -2.5718 7.6787 0.1 -0.3 -0.5 0.33
```
Positions in Å, forces in eV/Å.

Output
Multiplicity = 2
Net charge = +3
HOMO energy (alpha / beta) = -14.317 / -14.316 eV
Energy above the lowest of the compared OMol25 structures with the same formula, charge and spin = 52.2 kcal per mole


F_max for every record listed, in sequence, given in hartree/bohr: 0.06979 0.06899.
E for every record listed, in sequence, given in Ha: -4146.3069 -3804.2461.